Density functional theory data (the ωB97M-V functional and the def2-TZVPD basis) for a molecular structure, C2H6NO5S2 at a distorted geometry.

**LUMO level**: 3.6910 eV
**Kohn-Sham gap**: 8.90 eV
**Charge**: -1
**HOMO energy**: -5.2 eV

Last column: Mulliken charge in e.
Positions of all 16 atoms, in Å:
C  1.03824  0.03547  1.39075  -0.67
C  0.90696  -0.00081  -1.33249  -1.10
N  0.12605  0.05332  -0.10752  -0.17
O  -0.71861  -2.56993  1.14600  -0.60
O  -0.29890  2.51650  0.15925  -0.68
O  -1.49659  -2.01116  -1.07655  -0.53
O  -1.80329  0.90563  1.16499  -0.62
O  -1.77576  1.21794  -1.31041  -0.62
S  -1.36563  -1.58145  0.31443  0.84
S  -1.10017  1.30928  -0.06179  1.17
H  0.65368  0.91578  1.80697  0.30
H  0.53945  -0.97165  1.74666  0.25
H  2.04140  0.20634  1.10436  0.34
H  1.70065  -0.77526  -1.37940  0.33
H  0.20883  -0.18607  -2.10921  0.32
H  1.34371  0.93608  -1.45603  0.43

=====

Density functional theory data (the ωB97M-V functional and the def2-TZVPD basis) for 2 unconnected molecules or ions with the total composition C2H6NOPS at a distorted geometry.

**LUMO level**: -1.2431 eV
**Structure (SMILES)**: C=NOP=S.C
**Kohn-Sham gap**: 8.11 eV
**Charge**: 0
**HOMO energy**: -9.4 eV

Last column: Mulliken charge in e.
Positions of all 12 atoms, in Å:
C  -0.37828  2.42646  0.20421  -0.41
N  0.66960  1.88063  0.63305  -0.24
O  0.55526  1.06223  1.75702  -0.03
P  -0.76392  0.18778  2.05453  0.24
S  -0.42148  -0.31640  3.93652  -0.27
H  -1.38114  2.22007  0.63561  0.30
H  -0.36473  3.00182  -0.64764  0.32
C  0.16118  -0.46056  -1.80376  -0.78
H  -0.71233  -0.82377  -2.41640  0.28
H  0.85443  0.02968  -2.45247  0.28
H  0.48821  -1.24688  -1.21045  0.29
H  -0.12956  0.25461  -1.03157  0.02

=====

Density functional theory data (the ωB97M-V functional and the def2-TZVPD basis) for C2H6NOPS2 in the gas phase at a distorted geometry.

**LUMO level**: -0.4173 eV
**Kohn-Sham gap**: 9.28 eV
**Charge**: 0
**HOMO energy**: -9.7 eV

Last column: Mulliken charge in e.
Positions of all 13 atoms, in Å:
C  -0.53732  1.70808  -0.55441  -0.55
C  -0.50500  0.79790  0.63919  -0.39
N  -0.39595  -2.35678  0.57828  -0.64
O  -0.32722  1.12640  -1.84925  -0.54
P  1.08286  -1.91387  0.68394  0.64
S  2.73589  -2.86626  0.34395  -0.31
S  1.22187  0.18265  0.83145  -0.15
H  -1.55376  2.11908  -0.61984  0.34
H  0.29500  2.33412  -0.31068  0.37
H  -0.91348  1.50614  1.46391  0.29
H  -1.13583  0.01523  0.39756  0.33
H  -0.55499  -3.43799  0.46773  0.28
H  0.58795  0.78529  -2.07183  0.32

=====

Density functional theory data (the ωB97M-V functional and the def2-TZVPD basis) for 2 unconnected molecules or ions with the total composition C2H6NP at a distorted geometry.

**LUMO level**: 1.0860 eV
**Kohn-Sham gap**: 10.02 eV
**Charge**: 0
**HOMO energy**: -8.9 eV

Last column: Mulliken charge in e.
Positions of all 10 atoms, in Å:
C  -0.86993  -0.96255  0.24492  -0.22
C  -0.86077  0.44955  0.10628  -0.44
N  0.13782  -0.24360  -0.60123  -0.28
P  1.85063  -0.27635  -0.00927  -0.07
H  -0.45187  -1.36868  1.22357  0.22
H  -1.52202  -1.53121  -0.33604  0.22
H  -1.66076  1.09155  -0.94962  0.15
H  -0.81610  1.28070  0.72897  0.31
H  1.83299  0.99163  0.67503  0.04
H  2.35999  0.56897  -1.08262  0.08

=====

Density functional theory data (the ωB97M-V functional and the def2-TZVPD basis) for C2H6NP in the gas phase at a distorted geometry.

**LUMO level**: 0.1143 eV
**Structure (SMILES)**: [H]/P=N/CC
**Kohn-Sham gap**: 8.75 eV
**Charge**: 0
**HOMO energy**: -8.6 eV

Last column: Mulliken charge in e.
Positions of all 10 atoms, in Å:
H  -0.52039  -2.76140  -2.09329  0.07
P  -0.88675  -1.90992  -0.99923  -0.01
N  0.35816  -1.05334  -1.30236  -0.29
C  0.90787  0.19450  -0.12208  -0.18
C  -0.37404  0.60454  0.57854  -1.32
H  1.62491  -0.21397  0.44038  0.35
H  1.09762  0.92926  -0.89116  0.23
H  -0.86957  -0.16039  1.08512  0.39
H  -0.36476  1.44215  1.24930  0.32
H  -1.02977  0.79208  -0.18599  0.45

=====

Density functional theory data (the ωB97M-V functional and the def2-TZVPD basis) for 2 unconnected molecules or ions with the total composition C2H6NS at a distorted geometry.

**LUMO level**: 3.2045 eV
**Kohn-Sham gap**: 5.54 eV
**Charge**: -1
**HOMO energy**: -2.3 eV

Last column: Mulliken charge in e.
Positions of all 10 atoms, in Å:
S  1.34314  -4.38120  -2.80975  -0.93
H  0.31156  -4.05277  -3.60420  -0.07
C  -1.04893  0.74003  0.35838  -0.78
C  0.84487  1.43985  1.51340  -0.23
N  -0.38933  1.22777  1.54273  -0.43
H  -2.12444  0.92291  0.48073  0.28
H  -1.01731  -0.31023  0.05299  0.32
H  -0.78794  1.32810  -0.51661  0.32
H  1.36797  2.01195  2.27756  0.25
H  1.50041  1.07358  0.70477  0.27

=====

Density functional theory data (the ωB97M-V functional and the def2-TZVPD basis) for a gas-phase ion, C2H6NS (charge +1) at a distorted geometry.

**LUMO level**: -6.0573 eV
**Structure (SMILES)**: [NH2+]=CCS
**Kohn-Sham gap**: 7.89 eV
**Charge**: +1
**HOMO energy**: -14.0 eV

Last column: Mulliken charge in e.
Positions of all 10 atoms, in Å:
N  -1.27014  1.06451  0.08927  -0.30
C  -0.75532  -0.06599  -0.28891  0.31
C  0.47568  -0.81164  0.09022  -0.82
S  2.34642  0.33997  -0.14928  -0.07
H  -1.00535  1.80883  0.80126  0.30
H  -2.23894  1.37061  -0.15315  0.29
H  -1.68577  -0.65117  -0.76769  0.27
H  0.38275  -1.73491  -0.33237  0.42
H  0.54837  -0.67254  1.13981  0.39
H  3.20231  -0.64766  -0.42916  0.21

=====

Density functional theory data (the ωB97M-V functional and the def2-TZVPD basis) for a gas-phase ion, C2H6NS2 (charge +1) at a distorted geometry.

**2S+1**: 3
**LUMO level (alpha / beta)**: -3.5439 / -7.0069 eV
**Kohn-Sham gap (alpha / beta)**: 7.75 / 8.25 eV
**Charge**: +1
**HOMO energy (alpha / beta)**: -11.3 / -15.3 eV

Last column: Mulliken charge in e.
Positions of all 11 atoms, in Å:
C  1.09621  0.20320  -0.80728  0.01
C  -0.93611  -0.47858  0.67206  -1.07
N  -0.41667  0.48153  -0.35368  -0.23
S  2.27059  0.64320  0.41871  -0.01
S  1.68294  -1.28267  -0.22258  -0.08
H  1.04346  0.68607  -1.78750  0.46
H  -2.08066  -0.39456  0.80734  0.33
H  -0.72510  -1.50784  0.56944  0.42
H  -0.49639  -0.27188  1.61500  0.47
H  -0.33009  1.36808  0.10216  0.33
H  -1.10818  0.55345  -1.01366  0.36

=====

Density functional theory data (the ωB97M-V functional and the def2-TZVPD basis) for a molecular structure, C2H6O at a distorted geometry.

**2S+1**: 3
**LUMO level (alpha / beta)**: 0.9281 / -2.1842 eV
**Kohn-Sham gap (alpha / beta)**: 6.44 / 9.11 eV
**Charge**: 0
**HOMO energy (alpha / beta)**: -5.5 / -11.3 eV

Last column: Mulliken charge in e.
Positions of all 9 atoms, in Å:
C  -0.82026  -0.70672  0.57347  -0.63
C  1.04673  0.76726  -0.67950  -1.02
O  0.19099  -0.85912  -0.43798  -0.17
H  -1.61810  0.16221  0.48514  0.27
H  -0.42352  -0.72044  1.53652  0.36
H  -1.44481  -1.61315  0.67951  0.28
H  1.06557  1.12415  0.32753  0.34
H  0.25949  1.43118  -1.19082  0.25
H  1.74390  0.41462  -1.29388  0.32

=====

Density functional theory data (the ωB97M-V functional and the def2-TZVPD basis) for C2H6O2 in the gas phase at a distorted geometry.

**LUMO level**: 0.8050 eV
**Structure (SMILES)**: OCCO
**Kohn-Sham gap**: 10.98 eV
**Charge**: 0
**HOMO energy**: -10.2 eV

Last column: Mulliken charge in e.
Positions of all 10 atoms, in Å:
O  1.06592  1.04330  0.08497  -0.57
C  0.37730  -0.01476  -0.70844  -0.52
C  -0.62694  -0.59728  0.19130  -0.19
O  -1.49250  0.42418  0.68148  -0.53
H  1.72098  0.46660  0.61886  0.33
H  0.01654  0.53107  -1.51304  0.29
H  1.08133  -0.78674  -0.99486  0.30
H  -0.03854  -0.90955  1.11659  0.19
H  -1.24008  -1.34191  -0.24641  0.33
H  -0.86402  1.18510  0.76956  0.36

=====

What did the sixth record say?
Density functional theory data (the ωB97M-V functional and the def2-TZVPD basis) for 2 unconnected molecules or ions with the total composition C2H6NS at a distorted geometry.

**LUMO level**: 3.2045 eV
**Kohn-Sham gap**: 5.54 eV
**Charge**: -1
**HOMO energy**: -2.3 eV

Last column: Mulliken charge in e.
Positions of all 10 atoms, in Å:
S  1.34314  -4.38120  -2.80975  -0.93
H  0.31156  -4.05277  -3.60420  -0.07
C  -1.04893  0.74003  0.35838  -0.78
C  0.84487  1.43985  1.51340  -0.23
N  -0.38933  1.22777  1.54273  -0.43
H  -2.12444  0.92291  0.48073  0.28
H  -1.01731  -0.31023  0.05299  0.32
H  -0.78794  1.32810  -0.51661  0.32
H  1.36797  2.01195  2.27756  0.25
H  1.50041  1.07358  0.70477  0.27